(1)
Formula: C26H63BInN7O10P
Source: the Open Molecules 2025 dataset
Level of theory: ωB97M-V/def2-TZVPD

```
109
Properties=species:S:1:pos:R:3:mulliken_charge:R:1
C 0.5902 -0.3709 1.9855 -1.17
C 0.8767 1.1244 2.0252 -0.25
C 0.7911 1.8313 0.6663 0.77
C 1.5450 1.1378 -0.4888 -1.12
In 0.3402 0.1609 -2.0737 0.70
C 1.6023 0.0709 -3.9211 -1.00
B 2.0321 1.4982 -4.3559 0.36
O 2.1387 2.5930 -3.4957 -0.45
O 2.3618 1.7769 -5.6740 -0.51
C -1.4952 1.3295 -2.6981 -1.41
C -1.8224 2.4170 -1.7665 0.72
C -2.6837 2.0276 -0.5844 -0.65
N -1.4153 3.6339 -1.8771 -0.58
P -0.3286 -2.2617 -1.5706 0.16
O -1.4122 -2.2777 -0.2796 -0.59
O -1.4062 -2.5536 -2.8543 -0.51
H -0.3966 -0.5490 1.5613 0.19
H 1.3262 -0.9155 1.4012 0.29
H 0.5782 -0.7767 2.9965 0.44
H 1.8356 1.3375 2.5025 0.20
H 0.1195 1.5772 2.6746 0.18
H 1.2338 2.8224 0.8034 0.13
H -0.2620 1.9993 0.4497 -0.64
H 2.2189 1.8533 -0.9543 0.30
H 2.1942 0.3693 -0.0678 0.46
H 2.4657 -0.5729 -3.7571 0.40
H 1.0147 -0.3482 -4.7412 0.23
H 1.4081 2.6276 -2.8761 0.04
H 2.8397 2.6080 -5.6984 0.24
H -2.3136 0.6098 -2.7418 0.44
H -1.3316 1.7100 -3.7069 0.51
H -2.2605 2.4953 0.3017 0.00
H -2.5934 0.9518 -0.4522 -0.11
H -3.7155 2.3307 -0.7285 0.43
H -0.8716 3.7075 -2.7363 0.21
H -2.0351 -1.5506 -0.3771 0.32
H -2.0500 -3.1903 -2.5364 0.28
C -1.9968 5.0844 1.9523 0.36
O -2.0745 4.6224 3.0787 -0.68
N -2.6411 6.1953 1.5519 0.10
C -2.5314 6.6985 0.1972 -0.84
C -3.4759 6.8917 2.5115 -0.97
H -1.3925 4.6137 1.1597 0.19
H -2.1173 7.7102 0.1995 0.35
H -3.5131 6.7195 -0.2804 0.32
H -1.8811 6.0438 -0.3823 0.20
H -2.8838 7.2183 3.3676 0.28
H -4.2631 6.2335 2.8815 0.29
H -3.9248 7.7576 2.0306 0.39
C 4.9752 5.3133 -0.5628 0.04
O 4.7837 4.1378 -0.3408 -0.53
N 4.3208 6.0435 -1.4891 0.23
C 4.6053 7.4459 -1.6901 -0.92
C 3.2974 5.4049 -2.3086 -0.87
H 5.7254 5.9061 -0.0059 0.22
H 3.7136 8.0507 -1.5073 0.32
H 4.9448 7.6282 -2.7128 0.32
H 5.3874 7.7642 -1.0030 0.30
H 2.5036 5.0043 -1.6777 0.20
H 3.7124 4.5771 -2.8799 0.29
H 2.8817 6.1453 -2.9881 0.38
C 0.5295 -7.0566 -5.6374 0.03
O 0.8267 -6.3621 -6.5917 -0.62
N 0.1673 -6.6055 -4.4265 0.23
C -0.1917 -7.5194 -3.3620 -0.94
C 0.1213 -5.1687 -4.1718 -0.94
H 0.5232 -8.1621 -5.6971 0.34
H -1.2214 -7.3347 -3.0475 0.29
H 0.4654 -7.3943 -2.4999 0.34
H -0.1128 -8.5445 -3.7210 0.33
H -0.5763 -4.6826 -4.8517 0.30
H 1.1050 -4.7262 -4.3225 0.30
H -0.1922 -4.9930 -3.1477 0.36
C 1.0007 1.9664 6.1316 0.21
O 1.7538 1.2639 6.7877 -0.65
N 1.3845 3.0587 5.4551 0.22
C 0.4519 3.8696 4.6907 -1.02
C 2.7853 3.4340 5.4955 -1.08
H -0.0792 1.7605 6.0471 0.29
H 0.7540 3.9038 3.6433 0.29
H 0.4262 4.8872 5.0867 0.38
H -0.5477 3.4498 4.7408 0.33
H 3.4059 2.6320 5.0950 0.32
H 3.1005 3.6227 6.5231 0.33
H 2.9294 4.3321 4.9003 0.40
C -2.0323 -10.7354 -5.4657 0.09
O -2.2235 -11.1462 -4.3374 -0.60
N -2.6800 -9.6945 -6.0198 0.14
C -2.4039 -9.2426 -7.3695 -0.96
C -3.6802 -8.9981 -5.2274 -0.90
H -1.2908 -11.1920 -6.1444 0.31
H -2.0535 -8.2088 -7.3648 0.36
H -3.3030 -9.3069 -7.9860 0.35
H -1.6315 -9.8673 -7.8130 0.31
H -3.2208 -8.5931 -4.3253 0.20
H -4.4741 -9.6808 -4.9237 0.32
H -4.1019 -8.1864 -5.8141 0.39
C -1.6778 -2.4311 8.1079 0.10
O -1.9030 -2.1033 6.9616 -0.57
N -0.5500 -2.1428 8.7851 0.17
C -0.3560 -2.5608 10.1547 -0.92
C 0.5034 -1.3853 8.1180 -0.92
H -2.4039 -3.0077 8.7109 0.25
H -0.2097 -1.6946 10.8045 0.32
H 0.5187 -3.2101 10.2394 0.32
H -1.2307 -3.1099 10.4989 0.30
H 0.1337 -0.4195 7.7851 0.24
H 0.8579 -1.9270 7.2416 0.28
H 1.3289 -1.2310 8.8071 0.39
```

Output
- energy relative to the best compared isomer or geometry (same formula, charge and spin) (kcal per mole) = 0.0
- net charge = -1
- HOMO (eV) = -4.0
- multiplicity = 1
- molecular weight (Da) = 790.4
- LUMO (eV) = 2.1


(2)
Formula: C30H28N4O6SSc
Source: the Open Molecules 2025 dataset
Level of theory: ωB97M-V/def2-TZVPD

```
70
Properties=species:S:1:pos:R:3:mulliken_charge:R:1
Sc -0.4320 0.5997 0.0581 -0.20
C 0.8559 0.3642 4.2016 -1.54
C 1.0984 0.4201 2.7186 0.87
O 0.0449 0.2748 1.9947 -0.36
C 2.3561 0.6122 2.2038 -1.03
C 2.6707 0.7143 0.8132 1.08
C 4.1038 1.0080 0.4596 -1.40
N 1.7750 0.5904 -0.1255 0.40
N 2.2638 0.8161 -1.4262 -0.71
C 1.2673 0.8794 -2.2498 0.01
O 0.0221 0.7173 -1.9182 0.10
C 1.5310 1.1876 -3.6834 0.49
C 0.4585 1.4371 -4.5320 -0.27
C 0.6834 1.7648 -5.8613 -0.83
C 1.9776 1.8425 -6.3532 -0.49
C 3.0522 1.5902 -5.5082 -0.70
C 2.8308 1.2666 -4.1803 -0.30
H 0.3170 1.2632 4.5075 0.30
H 1.7802 0.2965 4.7735 0.34
H 0.2157 -0.4890 4.4256 0.30
H 3.1814 0.7136 2.8942 0.16
H 4.7262 1.0113 1.3513 0.39
H 4.1670 1.9785 -0.0341 0.29
H 4.4795 0.2774 -0.2561 0.30
H -0.5464 1.3842 -4.1352 0.46
H -0.1581 1.9632 -6.5144 0.45
H 2.1516 2.0977 -7.3917 0.38
H 4.0651 1.6484 -5.8878 0.39
H 3.6548 1.0771 -3.5058 0.49
C -0.6253 5.1559 -5.7532 -1.69
C -0.8024 4.7621 -4.3141 1.13
C -1.9709 4.1455 -3.8819 -1.01
C -2.1301 3.7583 -2.5602 -0.27
C -1.1156 4.0027 -1.6524 0.40
C 0.0598 4.6169 -2.0598 -0.52
C 0.2081 4.9929 -3.3846 -0.64
S -1.2627 3.4269 0.0240 1.13
O -1.7989 4.4766 0.8504 -0.77
O 0.0967 2.9427 0.3458 -0.55
N -2.0845 2.1283 -0.1236 0.38
C -3.1418 1.4030 0.3882 0.29
C -4.4727 1.5362 0.4853 -0.83
C -5.3374 0.3824 0.6962 -0.59
C -5.1176 -0.9537 0.5474 -1.00
C -3.9338 -1.7027 0.1670 -0.36
C -3.7549 -3.0366 0.3896 -0.29
C -2.4862 -3.6505 0.2553 -1.31
C -1.3958 -2.8244 0.0369 -0.31
N -1.4708 -1.5350 -0.2612 -0.37
C -2.7643 -0.9462 -0.3420 3.16
H -1.2049 4.5086 -6.4121 0.34
H 0.4214 5.0855 -6.0508 0.36
H -0.9551 6.1832 -5.9247 0.41
H -2.7560 3.9264 -4.5967 0.31
H -3.0117 3.2111 -2.2491 0.27
H 0.8670 4.7522 -1.3524 0.42
H 1.1408 5.4398 -3.7094 0.34
H -4.9271 2.4985 0.2933 0.41
H -6.3515 0.6418 0.9861 0.30
H -5.9689 -1.5896 0.7809 0.28
H -4.5947 -3.6177 0.7604 0.41
H -2.3406 -4.6990 0.4669 0.37
H -0.3890 -3.2250 0.1158 0.46
C -2.5040 -1.4243 -2.8329 -1.55
C -3.0329 -0.4607 -1.7990 0.55
O -3.7110 0.4891 -2.1009 -0.57
O -2.5963 0.1813 0.6589 -0.49
H -2.9843 -1.2108 -3.7864 0.43
H -2.6762 -2.4579 -2.5267 0.37
H -1.4255 -1.2833 -2.9136 0.24
```

Output
- net charge = -1
- HOMO (eV) = -3.9
- multiplicity = 1
- molecular weight (Da) = 617.6
- LUMO (eV) = 2.6


(3)
Formula: C24H48N4OPdSi4
Source: the Open Molecules 2025 dataset
Level of theory: ωB97M-V/def2-TZVPD

```
82
Properties=species:S:1:pos:R:3:mulliken_charge:R:1
Pd 1.0874 -0.8301 0.1845 -0.98
C 2.9808 0.9419 -2.0223 -1.08
Si 3.9236 0.3433 -0.4939 0.38
C 3.8803 1.7625 0.7413 -0.81
C 5.7316 0.2583 -1.1258 -1.35
C 3.2545 -1.2229 0.2037 1.26
C 3.6614 -1.6301 1.5429 0.09
C 4.8860 -1.1887 2.1270 -0.57
C 5.2353 -1.5441 3.4089 -0.56
C 4.3989 -2.3900 4.1388 -0.55
C 3.2566 -2.8312 3.4881 -0.42
N 2.8872 -2.4796 2.2645 -0.15
Si 2.8145 -2.6483 -0.9211 0.68
C 2.1296 -2.2623 -2.6445 -1.03
C 4.4654 -3.5165 -1.3873 -1.28
C 1.8343 -4.0977 -0.2073 -1.09
H 3.0210 2.0360 -2.0662 0.33
H 1.9333 0.6421 -1.9622 0.19
H 3.4025 0.5539 -2.9546 0.30
H 4.3195 2.6660 0.3047 0.35
H 4.4205 1.5377 1.6657 0.36
H 2.8450 1.9840 1.0199 0.06
H 6.0245 1.2289 -1.5457 0.34
H 5.8241 -0.4923 -1.9183 0.29
H 6.4586 0.0008 -0.3490 0.40
H 5.5504 -0.5601 1.5496 0.08
H 6.1615 -1.1762 3.8390 0.38
H 4.6199 -2.6962 5.1528 0.36
H 2.5798 -3.5151 3.9998 0.36
H 2.8477 -1.6805 -3.2299 0.31
H 1.1856 -1.7164 -2.6191 0.15
H 1.9690 -3.2138 -3.1669 0.35
H 5.1293 -2.8264 -1.9203 0.25
H 4.3025 -4.3946 -2.0258 0.34
H 4.9930 -3.8470 -0.4849 0.30
H 0.8246 -3.8036 0.0865 0.22
H 2.3378 -4.4806 0.6823 0.26
H 1.7737 -4.8999 -0.9549 0.33
C -0.1925 6.5854 1.1775 -0.95
N -0.4614 5.2109 0.8109 0.14
C -1.5310 4.8689 0.0475 0.11
C -1.7770 3.5901 -0.2678 -0.90
C -0.8545 2.5995 0.2423 0.54
N 0.1788 2.9228 1.0000 -0.46
C 0.4132 4.2180 1.3265 0.29
O 1.3150 4.6107 2.0577 -0.71
N -1.0905 1.3416 -0.1259 0.20
H -0.8953 7.2327 0.6535 0.30
H 0.8281 6.8542 0.9086 0.29
H -0.2945 6.7282 2.2537 0.27
H -2.1611 5.6840 -0.2855 0.30
H -2.6196 3.2993 -0.8759 0.54
H -2.0548 1.0397 -0.3725 -0.19
H -0.6145 0.5510 0.3080 0.11
C -1.5715 -1.8771 -1.4035 0.65
Si -3.3434 -1.6042 -0.7587 0.03
C -3.7455 -3.2226 0.1614 -1.11
C -4.3619 -1.7286 -2.3573 -1.18
C -3.7181 -0.1004 0.1643 -0.27
Si -5.2983 0.7350 0.2322 -0.03
C -5.2019 2.3662 1.2071 -1.01
C -6.0264 1.2157 -1.4552 -1.14
C -6.7502 -0.1857 1.0714 -1.17
H -1.4206 -2.9497 -1.5739 0.35
H -0.6603 -1.5454 -0.8649 -1.37
H -1.4874 -1.3866 -2.3814 0.38
H -3.5877 -4.1053 -0.4692 0.31
H -4.7869 -3.2170 0.5000 0.24
H -3.1113 -3.3279 1.0479 0.32
H -4.0641 -2.6151 -2.9272 0.34
H -4.2165 -0.8495 -2.9919 0.29
H -5.4319 -1.8143 -2.1408 0.31
H -3.1780 -0.0330 1.1150 0.63
H -4.6304 3.1212 0.6604 0.22
H -4.6973 2.2153 2.1674 0.30
H -6.1983 2.7760 1.4102 0.31
H -5.2779 1.7202 -2.0734 0.29
H -6.8800 1.8907 -1.3262 0.36
H -6.3744 0.3387 -2.0076 0.35
H -6.4863 -0.4534 2.0998 0.31
H -6.9607 -1.1196 0.5381 0.26
H -7.6721 0.4082 1.0973 0.29
```

Output
- energy relative to the best compared isomer or geometry (same formula, charge and spin) (kcal per mole) = 0.0
- net charge = -2
- HOMO (eV) = -0.8
- multiplicity = 1
- molecular weight (Da) = 627.4
- LUMO (eV) = 4.3


(4)
Formula: C15H13CrI2NO7RuS2
Source: the Open Molecules 2025 dataset
Level of theory: ωB97M-V/def2-TZVPD

```
42
Properties=species:S:1:pos:R:3:mulliken_charge:R:1
I 3.2027 -1.1690 -1.1389 0.47
I 2.8977 1.7302 -0.9923 0.41
Cr 0.1249 1.4563 -0.5984 0.51
Ru -0.3713 -0.9410 -0.3179 0.49
S 0.6960 -0.0467 -2.1395 -0.29
C -1.2061 -2.1483 -1.4344 0.29
C -1.1206 -2.0540 1.0110 0.31
C -0.3020 0.1619 -3.8585 0.81
C 0.2118 1.4337 -4.5108 -1.30
C -1.7967 0.1498 -3.6505 -1.02
C 0.1981 -1.1057 -4.5316 -1.32
C -0.8525 2.7649 0.7869 0.43
C -1.1446 2.5114 -1.5063 0.34
O -1.4248 -2.8646 1.7938 -0.16
O -1.5954 -3.0212 -2.1134 -0.18
O -1.4120 3.7699 1.0302 -0.17
O -1.7102 3.2678 -2.2103 -0.09
H -0.1317 1.4594 -5.5588 0.47
H 1.3110 1.4658 -4.4926 0.39
H -0.1805 2.3239 -4.0001 0.32
H -2.2844 0.1233 -4.6404 0.48
H -2.1375 1.0432 -3.1213 0.27
H -2.1045 -0.7292 -3.0739 0.24
H -0.1467 -1.1604 -5.5693 0.48
H -0.1683 -1.9938 -4.0039 0.34
H 1.2931 -1.1429 -4.5333 0.42
O 1.8693 -2.1893 1.6018 -0.51
C 1.3288 -1.1946 2.1002 -0.12
N 0.8569 -0.1180 1.3417 0.47
S 0.5524 1.2249 2.3278 1.10
O 1.4706 2.2812 1.9600 -0.50
O -0.9029 1.5523 2.3144 -0.46
C 0.8162 0.3412 3.8109 0.19
C 0.3430 0.7910 5.0421 -0.40
C 0.1959 -0.1724 6.0402 -0.45
C 0.3571 -1.5477 5.7505 -0.59
C 0.8502 -1.9825 4.5173 -0.50
C 1.0210 -0.9969 3.5223 0.72
H 0.2696 1.8666 5.1966 0.55
H -0.1172 0.1585 7.0292 0.50
H 0.1228 -2.2740 6.5284 0.49
H 1.1209 -3.0252 4.2908 0.57
```

Output
- net charge = +4
- HOMO (spin up / spin down) (eV) = -21.7 / -22.3
- multiplicity = 9
- molecular weight (Da) = 790.3
- LUMO (spin up / spin down) (eV) = -16.4 / -17.1